Record 1
11
Properties=species:S:1:pos:R:3:nbo_charge:R:1 method="wB97M-V/def2-TZVPD" lumo_energy_ev=-0.66 orbital_gap_ha=0.299
O 0.81238 -2.34333 0.22647 -0.511
C 0.83983 -1.09281 0.23466 0.650
N 1.90341 -0.46908 0.95312 -0.479
C 1.75654 0.73105 1.09040 0.033
S 0.22087 1.54636 0.59599 0.233
C -0.44774 -0.01630 -0.05779 -0.312
C -1.48608 -0.38253 -0.78743 -0.387
S -2.49715 0.53476 -1.83265 0.111
H 2.52763 1.31827 1.69422 0.223
H -1.53710 -1.62011 -0.62348 0.301
H -2.09259 1.79373 -1.49352 0.139


Record 2
10
Properties=species:S:1:pos:R:3:nbo_charge:R:1 method="wB97M-V/def2-TZVPD" lumo_energy_ev=-1.57 orbital_gap_ha=0.287
C 1.14673 0.88348 0.27587 -0.303
C -0.29429 0.28312 -0.27878 -0.484
C -0.12743 -1.33195 -0.40233 -0.249
C -1.42927 0.47251 0.63492 0.270
H 1.58300 0.70787 1.37629 0.241
H -0.38102 0.71425 -1.29433 0.296
H -1.08773 -1.99327 0.52192 0.264
N -2.38692 0.36281 1.35110 -0.282
S 2.07240 1.89728 -0.56793 0.150
S 0.90451 -1.99610 -1.61673 0.098


Record 3
10
Properties=species:S:1:pos:R:3:nbo_charge:R:1 method="wB97M-V/def2-TZVPD" lumo_energy_ev="0.72 / -1.65" spin_multiplicity=3 orbital_gap_ha="0.320 / 0.253"
C -0.87434 0.83315 1.05721 -0.421
C -1.24718 -0.16381 0.20690 -0.023
C 0.49513 0.96723 1.01623 0.167
C 0.93845 -0.01204 0.17521 -0.243
N -0.15191 -0.56087 -0.49567 -0.509
S 2.42757 -0.51977 -2.07241 -0.266
S 2.59870 -0.15425 -0.19656 0.404
H -1.62456 1.48772 1.48754 0.234
H -2.26703 -0.59307 -0.01818 0.223
H -0.29483 -1.28429 -1.16026 0.434


Record 4
9
Properties=species:S:1:pos:R:3:nbo_charge:R:1 method="wB97M-V/def2-TZVPD" lumo_energy_ev="4.08 / 4.04" charge=-1 orbital_gap_ha="0.281 / 0.260"
C -0.25156 -0.22298 0.58266 -0.385
C -1.41511 -0.09239 -0.23299 -0.130
C -2.88996 0.03858 0.09006 0.728
C 0.84778 0.47913 0.28468 -0.313
O -3.15550 -1.12098 -0.24648 -0.677
O -3.50623 1.04612 0.43710 -0.717
H -0.39589 -0.62447 1.56189 0.186
H -1.29668 0.47565 -1.13010 0.174
H 1.40419 0.42818 -0.67688 0.134


Record 5
10
Properties=species:S:1:pos:R:3:nbo_charge:R:1 method="wB97M-V/def2-TZVPD" lumo_energy_ev=4.28 smiles="O=C([O-])OC1=CC1" charge=-1 orbital_gap_ha=0.308
O 2.73645 -1.57812 0.48099 -0.708
C 2.15444 -0.73469 -0.12073 0.983
O 2.40845 0.24721 -0.70041 -0.691
O 0.59632 -1.08928 -0.18162 -0.611
C -0.31616 -0.25988 0.15401 0.444
C -0.83116 0.77714 0.75081 -0.406
C -1.69719 0.35429 -0.39824 -0.501
H -0.73807 1.41220 1.66464 0.190
H -2.74777 -0.08599 -0.41334 0.150
H -1.56532 0.95710 -1.23611 0.150


Record 6
11
Properties=species:S:1:pos:R:3:nbo_charge:R:1 method="wB97M-V/def2-TZVPD" lumo_energy_ev="4.02 / 4.02" charge=-1 orbital_gap_ha="0.222 / 0.222"
C -1.62299 0.91277 0.27947 -0.205
C -0.79583 0.20608 -0.58938 0.220
C 1.81911 -0.70828 0.90344 0.998
C 0.50108 0.14521 -0.95732 -0.802
O 2.35613 0.28949 1.23269 -0.629
O 1.65809 -1.86996 1.02216 -0.619
O -2.36443 -0.23104 0.48456 -0.270
O -1.63156 -0.97848 -0.40740 -0.255
H -1.62929 1.63839 1.06043 0.181
H 0.84721 -0.47606 -1.83959 0.187
H 0.86249 1.07190 -1.18906 0.194


Record order is preserved below.
Energy above the lowest of the compared OMol25 structures with the same formula, charge and spin: 51.6; 78.7; 0.0; 60.6; 31.4; 135.0 kcal/mol